[1]
The following is a quantum chemistry calculation of a structure of composition C21H37Br3Cl6CsFN3O6P2S2, from the Open Molecules 2025 dataset.

XYZ file:
```
82
Properties=species:S:1:pos:R:3:forces:R:3
C 1.201 -0.686 5.064 -0.7145 0.0546 -0.0518
C 0.006 -0.376 4.085 1.1360 -0.9269 0.7158
P -0.215 -1.954 3.075 0.2672 -0.3042 0.0518
C -1.522 -2.991 3.924 -0.3477 0.3791 -0.3356
C -0.771 -1.426 1.365 -0.3973 0.3046 -1.2340
C 0.313 -1.330 0.381 -0.7208 0.3202 0.7060
S 2.015 -1.699 0.865 -0.2516 0.0568 0.2308
C 0.098 -0.982 -0.945 1.0926 -0.0929 1.3093
C 1.325 -0.898 -1.860 0.0500 0.0585 -0.5494
O 2.213 0.139 -1.480 -0.0774 -0.5671 0.6058
C 3.558 -0.247 -1.732 0.6816 0.2191 -1.5091
O 4.469 0.659 -1.227 -0.4285 -0.5838 0.3002
C 4.908 0.360 0.087 0.8491 0.4453 1.1163
C 6.447 0.607 0.269 -0.3233 -0.6352 -0.1034
O 7.185 0.415 -0.934 -0.1321 0.1722 0.2017
N -1.181 -0.730 -1.373 0.4785 -0.5434 -0.5992
C -1.323 -0.414 -2.778 -0.9392 0.2330 -0.4084
O -0.949 0.967 -3.004 0.3367 -0.7657 0.1052
N -1.741 1.450 -4.055 0.6542 -0.6432 -0.4713
O -1.079 1.525 -5.031 -0.2758 -0.5478 0.1747
C -2.229 -0.767 -0.535 -1.0939 -0.3054 2.4581
N -3.506 -0.422 -1.143 1.5172 0.5327 1.6337
C -3.681 0.811 -1.171 0.3325 0.4758 -1.7511
S -3.757 2.275 -1.701 -0.8375 -0.5770 0.7047
C -2.087 -1.124 0.908 -0.0815 0.7314 -1.4629
P -3.511 -1.238 2.174 -0.1896 -0.1626 0.8024
C -5.159 -0.718 1.468 -0.6328 2.0019 -0.7552
C -3.229 0.077 3.526 0.0916 1.0767 -0.8197
C -2.489 1.389 3.110 -0.4328 -1.0208 2.7327
H 2.167 -0.615 4.557 -0.3394 -0.1064 0.1848
H 1.097 -1.700 5.492 0.1373 0.3768 -0.1354
H 1.170 0.030 5.901 0.1289 -0.1922 -0.2910
H -0.851 -0.166 4.734 -0.0029 0.2218 -0.6823
H 0.316 0.468 3.455 -0.5458 -0.1862 0.1009
H -1.029 -3.858 4.389 0.0147 0.4965 -0.0061
H -2.248 -3.379 3.192 0.3377 0.1963 0.2520
H -2.092 -2.395 4.655 0.2168 -0.4168 -0.1475
H 2.354 -0.541 1.495 -0.4389 -0.3248 -0.3003
H 1.099 -0.718 -2.927 -0.2279 -0.1852 0.3696
H 1.821 -1.889 -1.818 -0.1249 0.4079 0.0727
H 3.795 -1.277 -1.406 -0.4563 0.2920 0.2816
H 3.692 -0.231 -2.840 0.0150 0.0413 0.3896
H 4.407 1.027 0.814 -0.0421 -0.3194 -0.2725
H 4.716 -0.677 0.408 -0.2535 0.2072 -0.5627
H 6.823 -0.140 0.993 -0.3762 0.5505 0.1138
H 6.608 1.609 0.689 0.2110 -0.2021 -0.4717
H 7.519 -0.487 -0.921 0.0159 0.1487 -0.1122
H -2.348 -0.541 -3.154 0.1326 -0.0577 0.6177
H -0.697 -1.100 -3.369 -0.0658 0.4560 0.2932
H -5.973 -0.835 2.206 0.6766 -0.1531 0.0870
H -5.172 0.362 1.203 -0.0210 -0.4102 0.1685
H -5.441 -1.334 0.582 0.0440 1.6676 1.3337
H -2.813 -0.422 4.410 -0.0404 0.0659 -0.3602
H -4.258 0.389 3.797 0.2926 -0.4539 -0.1107
H -3.123 1.879 2.382 -0.0602 -0.0543 0.5079
H -2.417 2.101 3.962 0.1213 -0.5311 -0.1172
H -1.480 1.217 2.619 -1.7910 -0.0349 2.2369
C -0.794 5.395 -6.498 -0.1635 0.4451 0.1604
Cl 0.442 4.998 -7.716 0.0450 -0.1206 0.0069
Cl -1.029 3.985 -5.447 0.1401 0.8200 -0.4075
Cl -0.258 6.770 -5.536 0.0175 -0.1642 -0.1077
Cl -2.312 5.787 -7.300 0.1452 -0.1087 0.0308
Br 4.607 -0.901 3.711 0.2472 0.0234 -0.0676
C 5.383 -2.518 4.470 0.1935 0.1160 -0.1746
C 4.982 -3.739 3.685 -0.1683 -0.2685 0.2084
Br 3.152 -4.267 4.080 0.0114 0.0798 -0.1156
H 5.074 -2.557 5.511 -0.0592 -0.0481 -0.0542
H 6.460 -2.367 4.421 -0.0244 -0.0229 -0.0195
H 5.594 -4.592 3.969 0.0435 0.0702 0.0225
H 5.044 -3.593 2.610 0.0246 0.0710 0.0430
Br -1.628 1.836 0.788 1.8940 1.2608 -5.2721
O 1.588 1.248 -6.370 -0.1414 -0.0431 -0.0285
H 1.857 0.586 -7.038 0.0297 0.0669 -0.0068
H 0.999 0.849 -5.683 -0.1792 0.3721 0.0555
H 1.161 2.033 -6.788 -0.0444 0.0631 0.1772
C -6.721 3.398 -4.219 0.0237 -0.0774 0.0588
Cl -6.263 4.988 -4.844 0.1232 -0.0365 -0.0208
Cl -8.433 3.339 -3.794 0.0330 -0.0850 0.0143
H -6.523 2.652 -4.981 -0.0777 0.0828 -0.0505
H -6.132 3.187 -3.332 -0.0837 0.1020 0.0032
F -4.430 -2.702 0.612 3.2065 0.7283 10.2122
Cs -4.770 -3.265 -1.143 -2.4054 -4.2129 -11.9058
```
Positions in Å, forces in eV/Å.

Output
Total charge: +1
Frontier orbital gap: 0.125 hartree
F_max: 12.9 eV/Å

***

[2]
The following is a quantum chemistry calculation of a structure of composition C2H11NO2, from the Open Molecules 2025 dataset.

XYZ file:
```
16
Properties=species:S:1:pos:R:3:forces:R:3
H 1.515 -0.445 0.342 1.5416 2.0139 2.0624
O 1.976 0.017 1.388 -3.9764 -2.1125 -1.3640
N 0.792 -0.318 -0.847 -2.5170 3.6236 1.1038
H 2.838 0.315 1.317 2.5778 0.7273 -0.5012
H 0.493 0.781 -0.830 1.6871 -3.2840 -0.2246
C -0.544 -0.961 -0.582 0.7506 0.2102 0.1363
H -0.721 -0.644 0.455 -0.5832 0.1930 -0.3735
H -0.329 -2.008 -0.440 -0.2901 -0.6250 -0.5274
H 1.309 -0.499 -1.683 -0.2422 -0.3900 -0.7403
C -1.623 -0.611 -1.630 0.5547 1.2954 1.4355
H -1.907 0.450 -1.597 0.2529 0.0282 0.5450
H -1.132 -0.644 -2.566 0.0239 -0.8383 -1.3593
H -2.577 -1.104 -1.539 0.0566 -0.7677 -0.1766
O -0.366 2.021 2.787 -2.3167 0.8080 0.1545
H -0.124 1.332 2.204 0.9413 -1.1720 -0.7924
H 0.401 2.318 3.221 1.5391 0.2900 0.6217
```
Positions in Å, forces in eV/Å.

Output
Total charge: 0
Frontier orbital gap: 0.370 hartree
F_max: 4.7 eV/Å
ΔE to the lowest compared entry with this formula, charge and spin: 42.0 kcal per mole

***

[3]
The following is a quantum chemistry calculation of a cluster of 5 separate species, C14H21Cl8NO2 in total, from the Open Molecules 2025 dataset.

XYZ file:
```
46
Properties=species:S:1:pos:R:3:forces:R:3
O -0.860 7.958 -12.161 0.1089 0.3930 -0.3117
N -0.388 8.417 -11.143 0.4968 -1.1097 -0.2528
O 0.068 7.720 -10.249 -0.0292 0.0735 0.1847
C -0.333 9.842 -10.966 -0.0996 1.5542 0.4819
C -0.312 10.352 -9.664 0.4929 -0.8045 0.3843
C -0.297 11.705 -9.434 0.3719 0.0051 -1.4392
C -0.208 12.535 -10.565 -0.0747 0.7415 1.3810
C -0.180 12.058 -11.851 -0.4943 -0.8030 -0.5932
C -0.297 10.680 -12.066 0.1446 -0.5405 0.3078
H -0.200 9.649 -8.850 -0.2048 0.2541 -0.0892
H -0.270 12.149 -8.452 -0.1029 -0.1761 0.1276
H -0.162 13.589 -10.307 0.0283 0.1076 -0.5873
H -0.162 12.706 -12.717 0.1689 0.1768 0.1253
H -0.317 10.173 -13.022 -0.0310 0.4742 -0.2114
Cl -2.920 13.987 -9.042 0.0118 -0.0354 0.2202
C -3.736 13.093 -10.351 -0.1421 0.2563 -0.6962
C -4.061 11.669 -9.994 0.6907 -0.1827 0.3256
Cl -5.244 11.548 -8.659 0.0113 0.0042 -0.3312
H -3.054 13.102 -11.202 0.0855 -0.1458 0.0741
H -4.586 13.706 -10.639 -0.2028 -0.2269 0.1519
H -3.141 11.177 -9.672 -0.1095 0.0360 0.2820
H -4.379 11.086 -10.855 -0.4914 0.3189 0.0275
Cl -6.271 11.963 -12.847 0.1041 -0.1541 -0.0710
C -5.896 10.918 -14.262 0.0068 0.1692 0.2081
C -4.427 10.946 -14.640 -0.5770 0.9906 0.0400
Cl -3.411 10.435 -13.269 0.1019 -0.3666 -0.4899
H -6.523 11.336 -15.046 0.1570 -0.2273 -0.2554
H -6.206 9.904 -14.022 -0.1033 0.0482 0.0712
H -4.123 11.966 -14.870 -0.0271 0.0156 0.0747
H -4.298 10.380 -15.561 0.3342 -0.4868 0.3452
Cl -3.167 8.035 -10.320 -0.4525 -0.0621 0.2380
C -2.981 7.276 -8.710 0.4005 -0.3550 -0.2918
C -1.992 8.023 -7.862 -0.1947 0.1161 0.6418
Cl -2.693 9.598 -7.388 0.1940 0.0789 0.1393
H -2.599 6.268 -8.879 -0.0737 0.0288 -0.0894
H -3.965 7.218 -8.255 0.0077 0.0975 0.0741
H -1.029 8.192 -8.335 -0.3364 -0.1948 -0.1681
H -1.794 7.482 -6.936 -0.1767 -0.0698 -0.0308
Cl 0.671 17.370 -5.446 0.0869 -0.0098 -0.1229
C -0.809 17.401 -6.461 0.3239 0.2247 0.1337
C -0.814 16.274 -7.471 -0.2348 -0.1337 0.3211
Cl 0.323 16.520 -8.813 0.1895 0.1090 -0.0578
H -0.837 18.383 -6.927 -0.0271 -0.0596 -0.1303
H -1.616 17.340 -5.737 -0.2283 -0.2617 -0.2572
H -1.791 16.150 -7.932 -0.0783 0.1611 0.1281
H -0.537 15.343 -6.985 -0.0261 -0.0297 -0.0126
```
Positions in Å, forces in eV/Å.

Output
Total charge: 0
Frontier orbital gap: 0.351 hartree
F_max: 1.6 eV/Å
ΔE to the lowest compared entry with this formula, charge and spin: 1.0 kcal per mole

***

[4]
The following is a quantum chemistry calculation of a cluster of 4 separate species, C40H71N4O6Si in total, from the Open Molecules 2025 dataset.

XYZ file:
```
122
Properties=species:S:1:pos:R:3:forces:R:3
C -9.827 -5.424 -5.639 -0.3665 -0.2629 0.1097
Si -8.373 -5.067 -4.446 1.2389 -0.2012 -1.1922
C -8.524 -6.230 -2.934 -0.8696 0.0056 0.1121
C -6.766 -5.629 -5.386 0.0296 -0.0051 0.7545
O -8.129 -3.391 -4.070 -1.8986 -1.4750 0.7023
C -9.040 -2.893 -3.068 0.0568 1.5976 1.3176
C -8.227 -1.853 -2.099 1.1800 -1.1352 0.4601
C -6.668 -2.286 -2.101 3.2091 -0.3395 -0.0675
C -6.263 -3.719 -1.582 2.0420 2.0093 -1.1946
C -4.814 -4.260 -1.578 -0.6692 3.5938 -1.3886
C -3.714 -3.314 -2.122 -3.4195 1.4531 0.1160
C -4.105 -1.880 -2.599 -1.1996 -1.8709 0.8099
C -5.549 -1.318 -2.608 0.8165 -3.9190 1.3810
C -2.734 -1.208 -3.052 -0.6813 1.4015 0.2617
O -2.447 0.010 -3.222 -0.9399 -5.1560 0.5110
N -1.809 -2.365 -3.189 1.1619 0.3770 2.6314
C -2.148 -3.505 -2.319 -2.2132 -1.2536 0.4687
O -1.444 -4.429 -1.866 -1.8404 3.5953 -1.9113
H -9.764 -4.767 -6.575 -0.3112 -0.9500 1.3492
H -10.815 -5.301 -5.075 1.1438 -0.0670 -1.0928
H -9.733 -6.537 -5.943 -0.1832 1.7846 0.4116
H -7.512 -6.259 -2.413 -1.5247 -0.2399 -0.4563
H -8.860 -7.263 -3.333 0.8209 1.5379 0.6811
H -9.383 -5.877 -2.254 1.4733 -0.6284 -0.6685
H -7.057 -6.512 -6.052 0.6192 1.3074 0.7063
H -6.269 -4.768 -5.949 -0.6736 -1.3788 0.6090
H -6.052 -6.012 -4.569 -0.7958 0.5592 -1.3529
H -9.927 -2.298 -3.489 1.2777 -1.0159 0.2121
H -9.472 -3.684 -2.368 0.6269 0.7096 -1.1312
H -8.382 -0.762 -2.393 0.4552 -1.5406 0.2545
H -8.559 -1.980 -0.999 0.2530 0.2702 -1.8165
H -7.136 -4.365 -1.227 1.5636 0.9177 -0.4694
H -4.543 -5.309 -1.218 -0.5580 1.7315 -0.5525
H -5.780 -0.259 -2.963 0.4078 -1.7791 0.5451
H -0.863 -2.132 -2.844 -0.2011 0.3801 -1.0938
C -2.993 4.399 -2.928 -0.1761 0.1183 0.2935
C -1.489 4.054 -3.036 -1.9301 -0.8121 -0.5857
C -1.111 3.006 -1.968 0.2776 0.0866 0.2862
C -1.011 3.582 -0.561 0.0212 0.0195 -0.0456
C -0.056 4.769 -0.541 0.0237 -0.3666 -0.1306
C -0.422 5.859 -1.570 -0.4648 1.5645 1.3542
N -0.674 5.306 -2.939 3.8037 -2.0126 -0.2996
O 0.535 5.046 -3.503 -2.1797 0.9242 0.5288
C -1.666 6.637 -1.070 -0.3323 -0.0992 0.0232
C 0.700 6.931 -1.558 0.2854 -0.4122 -0.6009
C -1.388 3.370 -4.425 0.6625 0.3343 -0.0173
H -3.292 5.100 -3.712 0.1279 -0.0103 0.0659
H -3.603 3.498 -3.046 0.2650 0.0049 -0.0843
H -3.289 4.822 -1.971 0.0834 0.0706 0.0022
H -0.146 2.551 -2.222 -0.0345 0.1665 -0.1316
H -1.839 2.189 -1.968 -0.0002 0.1858 -0.2797
H -2.001 3.870 -0.196 0.0140 0.0336 -0.0134
H -0.646 2.808 0.123 -0.0570 0.0609 -0.0283
H -0.037 5.196 0.469 -0.0188 0.2235 -0.2136
H 0.960 4.401 -0.733 -0.0845 0.1143 -0.1620
H -2.099 7.245 -1.870 0.0473 -0.1470 0.0363
H -1.403 7.320 -0.257 0.2011 -0.1219 -0.1354
H -2.443 5.995 -0.657 -0.0022 -0.0127 -0.1517
H 1.685 6.512 -1.781 -0.2258 -0.0337 -0.1701
H 0.785 7.396 -0.571 -0.3024 -0.2080 -0.0487
H 0.493 7.727 -2.280 0.0025 -0.1324 0.0153
H -1.607 4.076 -5.231 0.0812 0.0166 0.1179
H -2.104 2.547 -4.504 -0.0183 0.1844 0.3155
H -0.401 2.937 -4.607 -0.0507 0.2229 0.0735
C 3.045 -4.353 0.539 0.3046 0.2078 -0.0833
C 1.675 -3.768 0.954 0.8286 -1.5096 -1.3464
C 1.220 -2.711 -0.075 -0.0758 0.4151 0.1620
C 1.967 -1.388 0.043 -0.0073 -0.0157 0.0063
C 1.878 -0.855 1.468 -0.2835 -0.1472 -0.2493
C 2.359 -1.870 2.526 1.7363 1.0559 0.7379
N 1.755 -3.229 2.348 -4.1163 1.4249 0.0629
O 0.486 -3.179 2.835 2.3331 -0.5111 -0.3669
C 3.905 -1.962 2.479 0.2200 -0.0851 -0.2339
C 2.078 -1.272 3.931 -0.6663 -0.3973 -0.0500
C 0.723 -4.987 0.829 -0.3513 0.3261 0.6038
H 3.358 -5.143 1.227 -0.0851 0.1220 0.0261
H 2.988 -4.795 -0.461 -0.2187 0.0368 0.1502
H 3.847 -3.621 0.484 -0.0270 0.0417 0.1068
H 0.148 -2.513 0.047 0.0496 -0.1284 0.1840
H 1.340 -3.099 -1.093 0.0301 -0.2535 0.2062
H 3.010 -1.509 -0.264 -0.0031 -0.0065 0.0429
H 1.527 -0.659 -0.647 0.0658 -0.0304 0.0301
H 2.461 0.070 1.541 0.0627 -0.1861 0.2388
H 0.836 -0.573 1.669 0.0589 -0.1680 0.1037
H 4.266 -2.834 3.033 -0.1030 0.0467 -0.1090
H 4.368 -1.082 2.935 -0.2498 -0.0580 0.0688
H 4.308 -1.997 1.467 -0.0591 -0.1425 0.0140
H 1.022 -1.034 4.083 0.0794 -0.2616 -0.0832
H 2.624 -0.334 4.071 0.1382 -0.2120 -0.2881
H 2.396 -1.959 4.722 -0.0527 0.0175 -0.1193
H 0.970 -5.760 1.563 0.0069 0.1495 0.0147
H 0.802 -5.440 -0.164 0.2123 0.2681 0.0610
H -0.327 -4.714 0.958 0.1848 0.0460 0.1188
C 8.032 2.665 2.630 0.2219 0.2245 0.1730
C 6.678 2.173 3.194 0.8583 0.6367 -1.8012
C 5.756 3.378 3.476 -0.1577 -0.0120 0.3924
C 6.139 4.158 4.725 0.0026 0.0063 -0.0101
C 6.223 3.227 5.928 -0.2916 0.0375 -0.2847
C 7.166 2.028 5.703 1.4871 0.4647 1.4886
N 6.913 1.321 4.406 -4.3177 -0.7322 0.7485
O 5.805 0.541 4.580 2.3701 0.9183 -0.4813
C 8.636 2.515 5.767 0.1842 0.1868 -0.2379
C 7.048 1.082 6.928 -0.5249 -0.3851 -0.4490
C 6.073 1.384 2.003 -0.2891 -0.4509 0.5981
H 8.679 1.822 2.373 -0.1006 0.0140 0.1031
H 7.879 3.248 1.716 -0.1781 -0.1712 0.0957
H 8.586 3.319 3.298 -0.0205 -0.0703 0.0839
H 4.721 3.032 3.591 0.1295 -0.1705 0.0055
H 5.752 4.058 2.617 0.1348 -0.2654 -0.0713
H 7.087 4.683 4.571 0.0087 -0.0368 0.0142
H 5.389 4.932 4.915 0.0864 -0.0378 -0.0176
H 6.547 3.802 6.803 0.1495 -0.2713 -0.0271
H 5.212 2.868 6.160 0.1317 -0.1464 -0.0778
H 9.321 1.756 5.376 -0.1296 0.0836 -0.0314
H 8.939 2.717 6.798 -0.2422 -0.1257 -0.0461
H 8.808 3.450 5.235 -0.0115 -0.1093 -0.0998
H 6.024 0.736 7.096 0.1390 -0.0278 -0.2435
H 7.347 1.596 7.847 0.0816 0.1785 -0.3165
H 7.694 0.207 6.815 -0.0889 0.0780 -0.0626
H 6.662 0.491 1.777 -0.0525 0.0554 0.1095
H 6.052 2.000 1.099 0.1871 0.1451 0.2680
H 5.040 1.076 2.188 0.1704 -0.0376 0.1368
```
Positions in Å, forces in eV/Å.

Output
Total charge: 0
Frontier orbital gap (spin up / spin down): 0.283 / 0.305 hartree
F_max: 5.3 eV/Å
Multiplicity: 4